This record from the OMol25 dataset describes a structure of composition C15H23F5NPTi in a non-equilibrium geometry. The level of theory is ωB97M-V/def2-TZVPD.

```
46
Properties=species:S:1:pos:R:3:forces:R:3:mulliken_spin:R:1
C -2.4649 0.1703 -2.8642 -0.090 0.079 0.209 0.004
C -2.1444 -0.9981 -2.1778 0.029 0.215 -0.067 -0.010
C -1.5052 -0.9563 -0.9317 -0.425 0.600 -0.626 -0.131
C -1.1464 0.2943 -0.3900 0.646 0.184 -0.279 0.175
C -1.3419 1.4648 -1.1640 -0.603 -0.701 -0.371 -0.154
C -2.0838 1.4045 -2.3487 0.305 0.247 -0.120 0.007
C -1.2000 -2.2731 -0.2931 -0.121 -0.746 -0.044 0.036
C -0.2557 -3.1131 -1.1973 0.383 -0.066 0.205 -0.001
N 1.0902 -2.6150 -1.2263 0.075 0.638 0.249 0.005
Ti -0.8719 1.0729 1.5500 -0.799 -1.319 0.818 1.930
C -0.7398 2.7866 -0.7257 0.648 0.891 0.311 -0.019
P 0.6784 2.4963 0.4609 -0.593 -0.474 -1.600 0.062
H -2.3933 -1.9597 -2.6287 -0.051 0.204 0.133 0.000
H -2.3248 2.3315 -2.8728 0.097 -0.260 -0.051 -0.001
H -3.0137 0.1203 -3.8018 0.096 0.006 0.138 0.000
H -1.4644 3.4678 -0.2372 0.256 -0.216 -0.214 0.036
H -0.2648 3.3491 -1.5431 -0.530 -0.141 -0.188 0.000
H -0.7769 -2.1589 0.7100 0.021 -0.009 -0.346 0.022
H -2.1246 -2.8615 -0.1852 0.057 0.190 0.055 -0.001
H -0.2011 -4.1525 -0.8196 -0.404 0.245 -0.219 -0.001
C 1.2889 4.0899 1.0302 0.160 0.548 0.176 -0.008
C 2.0003 1.8390 -0.5911 0.366 0.174 -0.300 0.008
H -0.6230 -3.1250 -2.2420 0.006 -0.182 0.577 0.000
C 1.6013 -1.8842 -2.3479 -0.161 -0.241 -0.086 -0.001
C 1.9768 -2.8913 -0.1330 -0.032 -0.123 -0.179 0.006
H 0.2834 1.8315 2.7807 0.481 0.058 0.793 0.063
H 2.0495 -2.5590 -3.1018 0.043 0.278 -0.061 0.000
H 0.7879 -1.3142 -2.8207 0.287 -0.065 0.015 0.000
H 2.3811 -1.1811 -2.0156 -0.183 -0.112 -0.134 0.000
H 2.7112 -3.6743 -0.4045 -0.029 0.109 0.283 -0.001
H 2.5349 -1.9811 0.1482 -0.113 -0.271 0.078 -0.004
H 1.3910 -3.2309 0.7335 0.303 0.117 -0.177 0.000
H 2.3411 2.6128 -1.2982 0.058 -0.297 0.187 -0.002
H 2.8288 1.5294 0.0637 -0.142 0.134 -0.278 0.009
H 1.6571 0.9579 -1.1471 -0.063 0.241 0.218 -0.002
H 1.0130 4.9004 0.3427 0.163 -0.140 0.175 0.004
H 0.8652 4.2899 2.0215 0.090 0.112 -0.237 0.007
H 2.3824 4.0445 1.1279 -0.283 0.076 -0.049 -0.005
H 0.7261 1.2557 2.4837 0.128 -0.050 0.804 -0.002
F -0.2780 -1.7754 2.7857 -0.573 0.642 0.759 -0.001
C -0.9231 -0.5648 3.0462 0.615 0.916 -1.465 -0.018
F -2.3133 -0.7971 2.9191 0.529 -0.038 0.521 0.002
C -0.6062 -0.1456 4.4707 -0.298 -1.401 0.957 -0.018
F -1.2021 -1.0077 5.3301 0.303 0.515 0.290 -0.001
F 0.7345 -0.2005 4.7113 -1.106 0.406 -0.269 0.000
F -1.0601 1.1107 4.7935 0.455 -0.973 -0.590 0.007
```
Forces are in eV/Å.

Calculated values
2S+1: 3
Orbital gap (spin up / spin down) (Eh): 0.265 / 0.253
HOMO level (spin up / spin down) (hartree): -0.2677 / -0.2694
Lowest unoccupied orbital energy (spin up / spin down) (eV): -0.1 / -0.4

---

This record from the OMol25 dataset describes a structure of composition C15H23KN5O2Te4. The level of theory is ωB97M-V/def2-TZVPD.

```
50
Properties=species:S:1:pos:R:3:forces:R:3:lowdin_charge:R:1
K 1.4270 -0.9319 -1.0746 -0.168 -0.497 0.299 0.700
C 3.5316 2.6296 1.5030 -0.027 0.010 -0.020 -0.015
C 2.4364 1.7758 0.9276 0.015 0.087 0.030 -0.269
N 2.0562 1.7225 -0.2752 0.051 -0.055 -0.084 0.019
C 2.4497 2.5411 -1.3902 -0.093 0.072 0.038 -0.199
C 1.1879 2.7679 -2.2449 -0.011 -0.010 -0.007 -0.220
N 0.5209 1.4959 -2.4836 -0.001 -0.064 0.071 -0.102
C -0.7023 1.5330 -3.2746 0.025 -0.027 -0.002 -0.220
C -1.0717 0.1176 -3.7499 -0.056 0.032 0.019 -0.209
N -1.0331 -0.8970 -2.7113 0.140 0.042 0.136 -0.100
C -2.2615 -1.3438 -2.0741 0.003 0.015 -0.004 -0.201
C -2.6854 -0.5038 -0.8678 0.004 -0.003 -0.001 -0.205
N -1.5824 -0.3811 0.0496 0.018 -0.079 0.196 0.093
C -1.6869 -0.4353 1.3129 0.019 0.018 -0.203 -0.325
C -2.9242 -0.6087 2.1488 0.032 0.040 -0.008 -0.050
C -0.3923 -0.1831 2.0446 0.096 0.112 0.120 -0.245
C -0.0947 -0.6148 3.3400 -0.114 0.013 -0.132 -0.021
C 1.1273 -0.2541 3.8802 -0.065 -0.077 0.026 -0.046
C 2.0121 0.5213 3.1434 0.150 0.101 -0.064 -0.010
C 1.6353 0.9008 1.8627 -0.052 -0.024 0.024 -0.225
N 0.4622 0.5527 1.3535 -0.083 0.042 -0.009 0.135
H 3.9582 3.2940 0.7550 0.003 0.000 0.002 0.064
H 4.3305 1.9916 1.8868 -0.002 -0.004 0.001 0.088
H 3.1580 3.2215 2.3399 0.004 -0.001 0.004 0.089
H 3.1825 1.9875 -1.9852 0.011 0.031 -0.017 0.124
H 2.8805 3.5111 -1.1125 0.065 -0.022 -0.019 0.106
H 1.4747 3.2131 -3.2015 0.000 -0.002 0.000 0.113
H 0.5408 3.4931 -1.7261 -0.006 -0.002 -0.002 0.118
H 0.2551 1.1334 -1.5732 0.015 0.025 0.070 0.036
H -0.5471 2.1565 -4.1603 0.008 0.008 0.006 0.111
H -1.5376 1.9778 -2.7129 0.000 0.005 0.002 0.110
H -0.3507 -0.1622 -4.5210 0.006 0.001 0.000 0.115
H -2.0613 0.1580 -4.2288 0.006 -0.009 -0.011 0.111
H -0.4767 -1.6927 -2.9740 -0.073 -0.089 -0.203 0.095
H -2.0941 -2.3625 -1.7186 0.013 0.004 -0.002 0.112
H -3.1012 -1.3734 -2.7849 0.003 -0.005 -0.007 0.113
H -3.5900 -0.9540 -0.4457 -0.012 -0.006 0.013 0.104
H -2.9463 0.5083 -1.2012 0.004 0.009 0.008 0.117
H -3.0950 0.3045 2.7262 -0.010 -0.008 -0.008 0.092
H -2.8005 -1.4325 2.8509 0.019 -0.009 0.004 0.037
H -3.8037 -0.8151 1.5472 -0.018 -0.003 -0.008 0.064
H -0.7797 -1.2439 3.8921 -0.016 0.004 -0.007 0.113
H 1.3969 -0.5884 4.8735 0.000 -0.012 0.000 0.113
H 2.9683 0.8108 3.5593 0.010 -0.004 -0.004 0.106
Te -1.6204 -4.0250 1.5720 -0.033 0.031 -0.141 0.002
Te -2.4700 -6.3521 4.8787 -0.035 -0.032 0.172 -0.472
Te -1.8365 -6.6381 2.2910 -0.045 -0.043 -0.040 -0.268
Te 1.0315 -3.6480 1.1880 0.168 0.073 0.029 0.791
O 2.4823 -3.2487 -0.6645 0.031 0.058 -0.018 -0.710
O 1.0393 -3.6293 -0.7704 0.001 0.253 -0.250 -0.879
```
Forces are in eV/Å.

Calculated values
Total charge: -1
Energy relative to the best compared isomer or geometry (same formula, charge and spin) (kcal per mole): 0.0
Orbital gap (Eh): 0.153
HOMO level (hartree): -0.0944
Lowest unoccupied orbital energy (eV): 1.6

---

This record from the OMol25 dataset describes the molecule C15H23N3O. The level of theory is ωB97M-V/def2-TZVPD.

```
42
Properties=species:S:1:pos:R:3:forces:R:3:lowdin_charge:R:1
C -7.2367 0.0329 0.5863 0.005 0.254 -0.002 -0.003
C -5.8424 0.5498 0.2849 -0.423 -0.297 0.096 -0.517
O -5.5719 1.7266 0.2295 0.084 0.273 -0.019 0.068
N -4.9515 -0.4653 0.0883 -0.001 -0.452 0.006 0.111
C -3.5862 -0.4008 -0.2145 0.328 0.032 -0.073 -0.223
C -2.8967 0.7998 -0.3610 -0.135 0.173 0.013 0.002
C -1.5502 0.7848 -0.6662 0.045 -0.257 -0.036 -0.020
C -0.8586 -0.4097 -0.8269 -0.023 -0.094 -0.031 -0.229
C 0.6081 -0.3930 -1.1719 0.036 0.093 0.032 -0.162
N 1.3083 0.5887 -0.3646 -0.060 0.029 -0.099 -0.185
C 1.4025 0.2310 1.0339 -0.013 -0.116 0.165 -0.183
C 2.5176 -0.7564 1.4196 0.005 0.347 -0.059 -0.152
C 3.9097 -0.1312 1.3769 0.095 -0.275 0.117 -0.221
N 4.5515 -0.1391 0.0694 0.010 -0.012 0.072 -0.233
C 5.6894 0.7523 0.0653 -0.026 -0.089 -0.038 -0.112
C 3.6750 0.0366 -1.0761 -0.221 0.075 -0.031 -0.172
C 2.5438 1.0795 -0.9340 0.210 -0.123 -0.172 -0.162
C -1.5503 -1.6026 -0.6722 0.040 0.134 -0.029 -0.042
C -2.8991 -1.6017 -0.3727 -0.146 0.078 0.019 -0.029
H -7.2255 -0.5817 1.4842 -0.026 -0.081 0.053 0.082
H -7.9025 0.8769 0.7399 0.025 0.006 -0.005 0.082
H -7.6041 -0.5648 -0.2455 -0.047 -0.080 -0.038 0.082
H -5.3141 -1.4061 0.1634 -0.027 0.239 0.007 0.139
H -3.4207 1.7322 -0.2372 -0.017 0.019 0.000 0.099
H -1.0114 1.7132 -0.7735 0.050 0.120 0.014 0.117
H 1.0121 -1.4144 -1.0715 -0.018 0.038 -0.088 0.114
H 0.7180 -0.0970 -2.2209 0.092 -0.076 0.029 0.133
H 1.5488 1.1576 1.6013 -0.026 -0.074 0.080 0.123
H 0.4348 -0.1854 1.3255 0.034 0.085 0.068 0.118
H 2.4860 -1.6411 0.7842 -0.016 -0.155 0.017 0.109
H 2.3266 -1.0816 2.4446 0.007 -0.055 -0.018 0.111
H 4.5749 -0.6931 2.0440 -0.069 0.155 0.052 0.117
H 3.8394 0.8955 1.7805 0.008 -0.030 0.012 0.115
H 6.3532 0.4754 0.8843 0.076 0.067 0.022 0.083
H 6.2339 0.6387 -0.8709 0.080 0.050 -0.010 0.081
H 5.4165 1.8130 0.1888 0.008 0.035 0.021 0.085
H 3.2277 -0.9345 -1.3113 -0.032 0.080 -0.138 0.107
H 4.3065 0.3075 -1.9247 -0.020 -0.061 -0.010 0.113
H 2.8878 1.9100 -0.3111 0.050 0.085 -0.052 0.122
H 2.3077 1.4827 -1.9235 0.048 0.036 0.031 0.117
H -1.0332 -2.5449 -0.7880 0.070 -0.084 0.001 0.110
H -3.4248 -2.5402 -0.2568 -0.059 -0.090 0.020 0.107
```
Forces are in eV/Å.

Calculated values
Energy relative to the best compared isomer or geometry (same formula, charge and spin) (kcal per mole): 19.8
Orbital gap (Eh): 0.315
HOMO level (hartree): -0.2878
SMILES string: CC(=O)Nc1ccc(CN2CCCN(C)CC2)cc1
Lowest unoccupied orbital energy (eV): 0.7

---

This record from the OMol25 dataset describes the molecule C15H23N5O3 in a non-equilibrium geometry. The level of theory is ωB97M-V/def2-TZVPD.

```
46
Properties=species:S:1:pos:R:3:forces:R:3:lowdin_charge:R:1
H -0.1968 4.8554 0.3155 1.753 -0.975 0.183 0.067
N 0.6823 4.2592 0.4629 -2.086 1.095 -0.319 0.087
C 0.3134 3.1815 1.0412 -0.795 -1.013 0.599 -0.595
N -1.0418 2.7551 1.3825 0.831 1.283 -2.528 0.104
N 1.1941 2.2465 1.4736 1.890 1.442 0.033 0.013
C 2.6338 2.5627 1.5163 -0.164 -2.238 -1.237 -0.121
C 3.5376 1.3331 0.8351 0.990 4.260 2.028 -0.142
C 3.4832 1.3896 -0.6721 2.578 0.860 0.274 -0.183
C 2.2389 0.8671 -1.3113 -3.038 1.242 -2.198 -0.261
N 1.0683 1.8008 -1.3772 0.459 -2.377 2.851 0.067
C 1.9163 -0.6049 -0.9922 -0.415 -1.484 1.012 -0.309
O 2.8400 -1.4037 -1.0150 -0.836 0.760 -0.146 0.076
N 0.5695 -1.1631 -0.6964 4.184 2.574 -1.641 0.139
C -0.3525 -0.3689 -0.0006 -0.935 1.375 1.178 -0.287
C -1.6576 -0.3532 -0.7241 -0.235 -1.829 -1.335 -0.108
C -2.2596 -1.7242 -0.9213 -1.631 0.670 3.081 -0.237
C -2.1401 -2.4088 -2.0690 0.102 -0.681 -2.623 -0.081
C -2.9071 -3.5442 -2.3411 -0.084 -0.739 0.420 -0.061
C -3.8235 -3.9571 -1.3407 1.436 -1.246 -1.575 -0.126
C -3.9400 -3.3280 -0.1408 0.150 3.051 2.363 -0.072
C -3.1626 -2.1308 0.1254 0.548 -3.977 -5.671 0.020
C -0.4539 -0.5890 1.5775 0.294 -0.195 -3.111 -0.419
O -1.4583 -0.6128 2.2231 0.619 0.199 0.353 0.136
O 0.8242 -0.7462 2.0433 -0.933 0.300 -0.530 0.099
H -1.6900 3.3464 0.7806 0.739 -0.943 1.905 0.111
H -1.0474 2.8631 2.3795 -1.095 0.223 0.403 0.077
H 0.9508 1.3854 1.8904 -0.701 -0.431 0.114 0.077
H 2.9240 2.6562 2.5638 0.248 0.228 -0.087 0.097
H 2.7260 3.5088 0.9520 0.410 -0.583 0.410 0.096
H 3.2995 0.3845 1.1862 -0.957 -1.658 0.869 0.058
H 4.5556 1.5701 1.3812 -1.395 -0.538 -1.818 0.138
H 3.9575 2.4183 -0.9494 -1.758 -1.501 -0.233 0.159
H 4.1747 0.6907 -1.1619 0.507 0.047 0.771 0.113
H 2.4831 0.8364 -2.3634 0.623 -0.809 -0.519 0.138
H 1.2773 2.6067 -1.8184 1.255 3.271 -1.506 0.036
H 0.2003 1.5171 -1.7342 -0.871 -1.134 -0.789 0.049
H 0.8330 -2.0369 -0.3607 -0.206 -2.081 0.715 0.114
H -0.0644 0.6727 -0.1768 0.463 -0.201 1.208 0.093
H -2.3749 0.0560 -0.0811 -0.912 1.910 0.422 0.093
H -1.5044 0.1179 -1.7427 -0.414 -0.116 1.307 0.144
H -1.5620 -1.8836 -2.8389 0.089 -0.750 0.021 0.116
H -2.7744 -4.1862 -3.2644 -0.263 1.148 1.130 0.120
H -4.3075 -4.9069 -1.5127 -0.476 0.062 0.005 0.094
H -4.7182 -3.5878 0.6096 0.678 -0.131 -0.714 0.110
H -3.3573 -1.3761 0.7480 -0.958 1.947 3.309 0.052
H 0.7041 -0.6449 2.9750 0.309 -0.311 1.617 0.110
```
Forces are in eV/Å.

Calculated values
Energy relative to the best compared isomer or geometry (same formula, charge and spin) (kcal per mole): 97.7
Orbital gap (Eh): 0.338
HOMO level (hartree): -0.3198
SMILES string: [H]/N=C(\N)NCCC[C@H](N)C(=O)N[C@@H](Cc1ccccc1)C(=O)O
Lowest unoccupied orbital energy (eV): 0.5

---

This record from the OMol25 dataset describes a cluster of 2 separate species, C15H23N5O4 in total in a non-equilibrium geometry. The level of theory is ωB97M-V/def2-TZVPD.

```
47
Properties=species:S:1:pos:R:3:forces:R:3:lowdin_charge:R:1
C 2.4432 0.1480 1.3868 2.181 -0.147 -0.159 -0.294
C 1.6150 1.4194 0.9137 -1.663 -0.288 1.620 -0.414
C 3.7888 0.2754 0.6145 3.210 1.705 -2.051 -0.156
C 3.6418 0.4338 -1.0136 -2.928 0.258 1.690 -0.185
C 3.8114 -0.8297 -1.8158 1.091 -1.076 -0.301 -0.230
C 1.7222 -2.3489 -1.7976 1.354 -4.396 5.535 -0.586
C -0.7114 2.2875 0.5138 -0.965 0.214 -1.169 -0.255
C -1.6256 2.8837 1.5954 -1.273 1.277 0.295 -0.412
C -1.3730 1.8448 -0.7988 -2.829 2.436 -1.182 -0.105
C -2.2473 0.5955 -0.6867 -0.197 -2.928 1.108 -0.209
C -3.4161 0.4756 0.1986 0.925 3.225 -1.212 -0.021
C -1.7393 -0.6366 -1.2098 -2.084 -0.377 2.676 -0.066
C -4.0360 -0.7507 0.5728 1.317 0.676 -1.185 -0.027
C -2.2884 -1.9091 -0.8891 -2.762 2.722 1.509 0.025
C -3.4934 -1.9331 -0.0235 2.447 1.728 -1.192 -0.337
H 1.2867 -1.3239 2.3249 1.513 0.091 -0.703 0.089
H 1.1139 -1.4221 0.7516 3.058 -0.153 1.587 0.104
H 2.8654 0.4574 2.3576 -1.045 -0.175 0.211 0.138
H 4.6706 -0.4594 0.7957 -2.154 0.394 0.022 0.131
H 4.3793 1.2404 0.9805 -1.756 -1.647 -0.707 0.134
H 2.5064 0.6313 -1.2328 1.619 0.041 0.755 0.116
H 4.1020 1.3181 -1.5161 0.236 -0.780 0.773 0.119
H 3.4922 -0.4384 -2.7878 -0.328 -1.066 -0.357 0.077
H 4.8956 -1.0847 -2.0102 -1.044 -0.068 0.585 0.123
H 3.2655 -2.4238 -0.4583 0.144 -0.286 1.250 0.066
H 1.9228 -3.8746 -0.3485 -2.728 1.977 -2.354 0.085
H 1.6502 -0.9179 -3.6788 -2.931 -4.219 3.488 0.294
H 0.2422 -2.5853 -2.9368 1.753 2.541 -0.866 0.141
H 0.0474 0.3052 0.4657 -0.834 0.570 0.653 0.119
H -0.0131 3.0735 0.3107 0.086 1.210 -0.356 0.145
H -2.0208 2.6587 -1.4105 1.403 -1.269 2.042 0.173
H -0.4763 1.8422 -1.3821 0.207 -1.251 -1.163 0.100
H -3.7383 1.6162 0.4276 0.081 -3.192 0.316 0.146
H -0.7907 -0.6677 -1.6230 1.588 0.209 -1.425 0.037
H -4.8935 -0.8075 1.2988 0.963 0.124 -0.967 0.124
H -1.8750 -2.7806 -1.3354 0.141 -0.761 0.105 0.077
H -5.0970 -2.8327 0.3265 3.492 -1.570 -0.066 0.186
H -0.2372 2.1507 2.5899 -1.721 1.336 1.163 0.135
N 1.9732 -1.3014 1.5086 -4.648 1.872 -1.508 0.027
N 3.0414 -2.0533 -1.3364 -1.034 3.283 -4.457 0.039
N 1.1153 -3.3857 -1.0293 3.274 1.800 -1.238 -0.028
N 1.0087 -1.7974 -2.8017 1.222 1.438 -2.386 0.036
N 0.1967 1.2399 0.8744 1.996 -2.164 0.519 0.076
O 2.1047 2.5203 0.8723 0.223 -0.292 -0.261 0.095
O -2.6602 3.5230 1.3508 3.013 -1.958 0.986 0.076
O -4.0687 -3.1132 0.2270 -4.333 0.264 0.305 0.006
O -1.0254 2.7794 2.8272 0.722 -1.327 -1.927 0.087
```
Forces are in eV/Å.

Calculated values
Energy relative to the best compared isomer or geometry (same formula, charge and spin) (kcal per mole): 192.2
Orbital gap (Eh): 0.288
HOMO level (hartree): -0.3055
Lowest unoccupied orbital energy (eV): -0.5

---

no.,electronic energy (hartree)
1,-2330.096922
2,-2681.631325
3,-824.879425
4,-1084.795735
5,-1159.894050